DFT (ωB97M-V with the def2-TZVPD basis set) results for a cluster of 2 separate species, C4H8N2S in total.

Last column: Löwdin charge in e.
Geometry (Å):
C  -0.0250  0.4395  0.6459  -0.565
C  0.0136  -1.2836  -2.6540  -0.953
C  -0.6182  -0.8811  1.1028  -0.055
C  0.0269  1.5525  1.6008  -0.064
N  0.2316  0.5136  -0.6112  0.153
N  1.1696  -1.4764  -2.7582  0.138
S  -1.5227  -1.2985  -2.6987  0.735
H  0.2339  -1.2642  1.7710  0.108
H  -1.6321  -0.6845  1.5704  0.092
H  -0.7633  -1.4563  0.2447  0.002
H  -0.8294  1.5367  2.2352  0.065
H  0.9094  1.2779  2.1365  0.063
H  0.2524  2.5204  1.0174  0.104
H  0.5147  1.4678  -0.8028  0.083
H  2.0384  -0.9638  -2.7997  0.095

- HOMO-LUMO gap (alpha / beta) (eV) = 5.713 / 6.894
- net charge = 0
- calculated total energy (Eh) = -664.67709
- ⟨S²⟩ = 2.006
- 2S+1 = 3
- energy relative to the best compared isomer or geometry (same formula, charge and spin) (kJ/mol) = 321.2

---

DFT (ωB97M-V with the def2-TZVPD basis set) results for a cluster of 2 separate species, C10H4BClO12P in total.

Last column: Löwdin charge in e.
Geometry (Å):
O  -3.1073  0.3006  -3.8083  0.119
C  -1.9766  -0.1148  -3.7499  -0.382
C  -1.1121  -0.0152  -2.5316  0.002
C  0.1673  0.2965  -2.7249  -0.218
P  1.2998  0.3822  -1.2407  0.930
O  1.7128  -1.2169  -1.0404  -0.263
O  2.7269  1.0087  -1.8226  -0.277
C  0.5990  0.5530  -4.1442  -0.369
O  1.3204  1.4629  -4.4730  0.114
C  0.0007  -0.4091  -5.1395  -0.017
C  -1.2617  -0.7331  -4.9298  -0.588
Cl  -2.0864  -1.8633  -5.9575  0.691
H  -1.4935  -0.2188  -1.5424  0.103
H  0.9478  -1.6223  -0.6128  0.043
H  3.4170  0.4961  -1.3857  0.041
H  0.5762  -0.8305  -5.9477  0.119
B  -0.1320  0.1982  3.9314  -0.864
O  -1.1834  -0.1339  4.9107  0.230
C  -0.6018  -0.5762  6.0215  -0.396
O  -1.1733  -0.9290  7.0115  0.147
C  0.9076  -0.5554  5.8131  -0.396
O  1.7351  -0.8890  6.6101  0.147
O  1.1542  -0.1017  4.5880  0.229
O  -0.2941  -0.5935  2.6831  0.243
C  -0.4464  0.2414  1.6794  -0.393
O  -0.5988  -0.0789  0.5261  0.017
C  -0.3919  1.6663  2.2069  -0.397
O  -0.4970  2.6600  1.5496  0.151
O  -0.2084  1.6159  3.5195  0.235

- HOMO-LUMO gap (eV) = 6.915
- net charge = -1
- calculated total energy (Eh) = -2113.08619
- 2S+1 = 1

---

Number 1: molar mass 116.19 g mol⁻¹. Number 2: molar mass 393.37 g mol⁻¹.